{"formula": "C23H53IrNOP3", "method": "ωB97M-V with the def2-TZVPD basis set", "charge": 3, "e_homo_ev": [-14.9, -19.1], "gap_ev": [6.33, 5.71], "relative_energy_ev": 1.094, "multiplicity": 6, "species": ["Ir", "P", "P", "N", "C", "H", "H", "C", "H", "H", "C", "H", "H", "C", "H", "H", "C", "C", "H", "H", "H", "C", "C", "H", "H", "H", "C", "C", "H", "H", "H", "C", "C", "H", "H", "H", "C", "C", "H", "H", "H", "C", "H", "H", "H", "C", "H", "H", "H", "C", "H", "H", "H", "H", "H", "H", "H", "O", "H", "H", "C", "C", "P", "C", "C", "C", "C", "H", "H", "H", "H", "H", "H", "H", "H", "H", "H", "H", "H", "H", "H", "H"], "xyz": [[-0.25043, -0.03547, -0.42992], [-0.25536, -2.27148, -1.18613], [-0.27997, 2.32769, -0.82443], [1.38337, 0.08164, -1.82246], [1.36095, -2.37559, -2.05053], [1.92791, -3.26877, -1.74485], [1.14561, -2.46550, -3.12944], [2.20506, -1.10983, -1.83582], [2.77098, -1.13703, -0.86844], [2.94733, -1.02092, -2.66462], [2.18092, 1.27735, -1.70132], [2.88165, 1.32322, -2.57554], [2.80711, 1.19617, -0.77320], [1.31802, 2.55561, -1.69812], [1.09693, 2.79039, -2.75269], [1.89297, 3.38748, -1.27647], [-0.22235, 3.39721, 0.68629], [-1.48479, 3.30680, 1.55350], [-1.20417, 3.55835, 2.58451], [-1.94528, 2.31066, 1.55772], [-2.24310, 4.03758, 1.22682], [-1.47361, 3.07916, -2.01165], [-2.86733, 3.26147, -1.41265], [-3.55770, 3.49600, -2.23860], [-2.89131, 4.12204, -0.72009], [-3.24212, 2.38096, -0.90103], [-1.46260, -2.83428, -2.44980], [-2.85364, -3.05197, -1.85990], [-3.56145, -3.19221, -2.68932], [-3.20669, -2.22021, -1.26030], [-2.88714, -3.97357, -1.25139], [-0.14007, -3.46270, 0.22144], [-1.38222, -3.40277, 1.12028], [-1.12385, -3.80033, 2.10828], [-2.17810, -4.03193, 0.70117], [-1.78418, -2.38255, 1.25171], [-2.05763, -0.02972, -0.03062], [-1.02451, 4.38874, -2.66826], [-0.99281, 5.21930, -1.94248], [-0.06714, 4.33540, -3.17043], [-1.77760, 4.65688, -3.42122], [-1.02108, -4.05578, -3.25815], [-1.77718, -4.24393, -4.03115], [-0.07054, -3.93704, -3.75598], [-0.97671, -4.96380, -2.63252], [0.11817, -4.90784, -0.19937], [0.42153, -5.47280, 0.69174], [-0.80577, -5.37107, -0.57499], [0.91162, -5.01925, -0.94536], [0.13292, 4.86507, 0.43801], [-0.73798, 5.44032, 0.10945], [0.45718, 5.28990, 1.39848], [0.95656, 5.01122, -0.27404], [0.60368, 2.94773, 1.25381], [0.73815, -3.10511, 0.78413], [-1.52477, 2.30275, -2.79522], [-1.50331, -1.96833, -3.13404], [-3.20267, -0.00840, 0.19463], [0.03325, 0.15165, -2.84011], [-0.65372, 0.10304, -2.32461], [2.71870, -2.24062, 2.02558], [1.41343, -1.70070, 2.61532], [0.69669, -0.18477, 1.76934], [-0.66964, 0.08399, 2.98527], [-0.35472, 0.89418, 4.23270], [2.17038, 0.92986, 1.94374], [2.77626, 1.07122, 3.32818], [2.63068, -2.49800, 0.95721], [3.00787, -3.14125, 2.57451], [3.54415, -1.50575, 2.12913], [0.62322, -2.47911, 2.63867], [1.57562, -1.41963, 3.67226], [-1.54200, 0.47523, 2.46844], [-0.96109, -0.92407, 3.29580], [0.44863, 0.45875, 4.81891], [-0.08673, 1.94385, 4.02921], [-1.24109, 0.92565, 4.87583], [2.92908, 0.54548, 1.24595], [1.89743, 1.91454, 1.56180], [3.03572, 0.11667, 3.79808], [3.68774, 1.65952, 3.26425], [2.09876, 1.59336, 4.01519]], "forces_ev_per_angstrom": [[3.0, -0.6, 5.0], [0.5, -3.0, -1.7], [0.2, 3.4, -1.5], [3.8, 0.0, 1.2], [0.2, 0.3, -0.3], [-0.2, 0.3, -0.1], [0.1, 0.0, 0.4], [0.2, -0.7, -1.0], [-0.4, 0.1, -0.6], [-0.2, -0.1, 0.7], [0.3, 1.0, -1.0], [-0.3, 0.0, 0.8], [-0.5, -0.1, -0.6], [0.4, -0.5, -0.3], [0.0, 0.1, 0.5], [-0.2, -0.1, -0.1], [0.1, -0.5, 0.7], [-0.3, 0.1, 0.1], [-0.2, 0.0, -0.2], [0.0, 0.3, 0.0], [0.3, -0.4, 0.2], [-0.2, -0.5, -0.2], [-0.2, 0.5, -0.1], [0.2, -0.1, 0.4], [0.0, -0.4, -0.4], [-0.1, -0.1, 0.1], [-0.2, 0.4, -0.1], [-0.2, -0.6, -0.1], [0.2, 0.1, 0.3], [-0.1, 0.1, 0.1], [0.0, 0.4, -0.3], [-0.1, 0.4, 0.5], [-0.1, 0.1, 0.1], [-0.2, 0.0, -0.1], [0.2, 0.3, 0.3], [0.1, -0.3, 0.1], [-8.7, 0.3, 0.1], [-0.2, 0.5, 0.3], [0.0, -0.4, -0.4], [0.1, 0.0, -0.1], [0.2, -0.1, 0.1], [-0.3, -0.7, 0.3], [0.2, 0.1, 0.1], [0.2, 0.0, -0.2], [0.0, 0.4, -0.3], [-0.1, -0.4, -0.3], [0.0, 0.1, -0.1], [0.4, 0.1, 0.1], [-0.2, -0.1, 0.1], [0.3, 0.3, -0.2], [0.2, -0.2, 0.0], [-0.1, -0.1, -0.2], [-0.3, 0.0, 0.2], [-0.3, 0.2, -0.1], [-0.4, -0.1, -0.3], [-0.1, 0.2, 0.0], [0.0, -0.1, 0.1], [3.9, -0.2, -0.2], [-2.3, 0.0, 0.0], [0.4, 0.2, -2.5], [0.3, 0.4, 0.0], [-0.3, -0.6, -0.5], [1.5, -0.8, 2.0], [-0.5, 0.2, -0.1], [0.0, 0.7, 0.3], [-0.2, 0.4, -0.4], [-0.2, 0.0, 0.8], [0.1, 0.0, 0.4], [0.0, 0.1, -0.1], [-0.4, -0.5, 0.0], [0.4, 0.5, 0.0], [-0.2, 0.2, -0.5], [0.0, 0.2, 0.1], [0.1, -0.1, -0.2], [0.0, -0.1, 0.0], [-0.1, -0.4, -0.1], [0.1, -0.1, -0.2], [-0.3, -0.2, 0.1], [0.2, -0.1, 0.0], [0.0, 0.2, -0.2], [0.1, 0.0, -0.1], [0.3, -0.1, -0.3]], "mulliken_charge": [0.33, 1.01, 1.16, -0.38, -0.86, 0.35, 0.50, -1.11, 0.23, 0.61, -1.02, 0.58, 0.17, -0.92, 0.47, 0.31, 0.51, -1.59, 0.36, 0.29, 0.46, 0.43, -1.39, 0.51, 0.27, 0.26, 0.49, -1.40, 0.50, 0.27, 0.29, 1.55, -1.52, 0.50, 0.46, 0.31, 0.50, -1.31, 0.26, 0.34, 0.46, -1.31, 0.46, 0.34, 0.28, -1.62, 0.45, 0.36, 0.34, -1.58, 0.37, 0.40, 0.36, 0.01, -0.94, 0.39, 0.40, -0.46, 0.71, -0.31, -1.15, -1.19, 1.19, -0.71, -1.67, -0.28, -1.55, 0.13, 0.46, 0.30, 0.54, 0.75, 0.52, 0.53, 0.45, 0.27, 0.45, 0.45, 0.48, 0.35, 0.45, 0.33]}


{"formula": "C12H16N2O", "method": "ωB97M-V with the def2-TZVPD basis set", "charge": 1, "e_homo_ev": [-12.6, -12.6], "gap_ev": [8.60, 5.27], "relative_energy_ev": 1.027, "multiplicity": 2, "species": ["C", "C", "C", "C", "C", "C", "C", "C", "C", "N", "H", "H", "H", "H", "H", "H", "H", "H", "H", "C", "C", "C", "O", "N", "H", "H", "H", "H", "H", "H", "H"], "xyz": [[0.46350, 2.22097, 1.67985], [0.70613, 1.13100, -0.57749], [1.21371, 1.35819, 0.71309], [1.56593, 0.19020, -1.15099], [2.40271, 0.64204, 0.91698], [-0.45958, 1.50537, -1.26726], [1.44512, -0.24130, -2.48215], [-0.54011, 1.15123, -2.59185], [0.33426, 0.18565, -3.18183], [2.58463, -0.08744, -0.24571], [-1.27894, 1.99667, -0.79066], [0.85778, 3.23178, 1.65565], [0.61085, 1.77896, 2.65055], [3.08111, 0.42229, 1.71076], [3.17444, -0.90493, -0.30718], [2.11653, -0.99420, -2.88842], [-1.40120, 1.45742, -3.14630], [0.08951, -0.19016, -4.16561], [-0.61831, 2.23768, 1.41717], [-2.35346, -1.05118, 0.55773], [-2.11027, -2.33885, -0.21951], [-1.62356, -1.21124, 1.91601], [-2.07699, -1.35903, 3.01058], [-0.23062, -1.06193, 1.70368], [-1.95644, -0.20520, -0.03730], [-3.38498, -0.79226, 0.82950], [-2.30607, -3.22203, 0.37853], [-1.19721, -2.35005, -0.80292], [0.33497, -0.92586, 2.52232], [0.03289, -1.06108, 0.73974], [-2.79912, -2.26286, -1.08389]], "forces_ev_per_angstrom": [[0.0, -0.7, -0.6], [0.5, -1.2, 0.1], [-1.9, 2.0, 1.1], [0.3, 0.2, -2.1], [0.3, -2.3, -3.1], [0.8, 0.1, -0.3], [0.3, -0.9, 1.3], [0.0, -1.5, -0.4], [-0.8, 1.6, 0.5], [0.0, 0.6, 1.9], [-0.2, 0.6, 0.2], [0.0, 0.2, 0.2], [-0.2, 0.2, 0.6], [0.0, 0.4, 0.7], [0.3, 0.2, -0.1], [0.0, 0.2, 0.0], [-0.4, 0.1, -0.3], [0.2, 0.1, -0.1], [0.8, 0.0, 0.3], [0.4, 0.1, 1.4], [-1.8, 0.8, -1.7], [1.8, 1.5, -1.4], [-0.6, -0.1, 0.2], [-1.9, -0.2, 0.5], [-0.1, -0.3, 0.6], [0.1, -0.6, -0.5], [0.2, -0.2, -0.2], [0.8, -0.2, 0.7], [0.4, -0.4, -0.2], [0.8, 0.1, 0.1], [-0.2, -0.7, 0.5]], "nbo_charge": [-0.66, -0.18, 0.18, 0.16, 0.08, -0.09, -0.20, -0.21, -0.10, -0.44, 0.24, 0.27, 0.25, 0.26, 0.44, 0.25, 0.24, 0.25, 0.25, -0.51, -0.62, 0.69, -0.56, -0.89, 0.20, 0.25, 0.24, 0.20, 0.41, 0.38, 0.23]}


{"formula": "C4H10N2O2", "method": "ωB97M-V with the def2-TZVPD basis set", "charge": 2, "e_homo_ev": -19.5, "gap_ev": 10.51, "smiles": "COC(=[NH2+])/C([NH3+])=C/O", "relative_energy_ev": 0.620, "multiplicity": 1, "species": ["C", "C", "C", "C", "N", "N", "O", "O", "H", "H", "H", "H", "H", "H", "H", "H", "H", "H"], "xyz": [[-1.43058, -0.77736, -1.13256], [-0.25062, -0.76721, -0.49188], [0.15251, 0.36840, 0.28243], [-0.13827, 2.60711, 1.14600], [0.59903, -1.94068, -0.61365], [1.31057, 0.28745, 1.03265], [-2.01465, -1.68197, -1.88864], [-0.60898, 1.44157, 0.41531], [-2.17614, 0.03286, -1.15471], [-0.50256, 3.42891, 0.63648], [0.86610, 2.70143, 0.99149], [-0.37204, 2.46614, 2.15410], [0.47853, -2.32421, -1.54207], [-1.47453, -2.50072, -1.90515], [0.47078, -2.49605, 0.24269], [1.53878, -1.65067, -0.57803], [1.94641, -0.39807, 0.90024], [1.60567, 1.20308, 1.50532]], "forces_ev_per_angstrom": [[-3.2, 0.9, -1.4], [-0.8, 0.9, -0.4], [1.8, 1.5, 2.9], [-0.6, -1.4, -0.5], [-0.7, 1.0, 1.4], [-4.2, 4.8, -0.5], [1.9, -1.0, 0.7], [0.7, -2.6, -1.3], [1.0, 0.4, 0.7], [-1.6, 1.6, -0.5], [2.9, 0.2, -0.2], [-0.7, 0.2, 1.5], [0.0, -1.1, -0.1], [-0.9, -0.1, -0.5], [-0.2, -1.1, -0.7], [2.0, 0.3, -0.3], [2.6, -2.3, -0.2], [-0.2, -2.2, -0.8]], "nbo_charge": [0.35, -0.19, 0.70, -0.24, -0.66, -0.73, -0.52, -0.40, 0.28, 0.26, 0.18, 0.23, 0.47, 0.48, 0.48, 0.45, 0.40, 0.47]}